1.
Molecular formula: C31H56O22
Method: DFT, ωB97M-V with the def2-TZVPD basis set

Calculated values
SMILES: COC(=O)OC.COC(=O)OC.COC(=O)OC.COC(=O)OC.COC(=O)OC.O=C1CCCO1.O=C1CCCO1.O=C1CCCO1.C1CCOC1
DFT total energy, a.u.: -2870.05643
M, g/mol: 780.77
LUMO, eV: 0.17
Gap between HOMO and LUMO, Eh: 0.3432

```
109
Properties=species:S:1:pos:R:3:forces:R:3:mulliken_charge:R:1
C 8.732 -15.900 -29.620 -0.3 -0.8 0.5 -0.556
O 7.632 -15.029 -29.858 1.3 0.6 -0.8 -0.352
C 6.623 -15.023 -29.033 -2.4 0.4 1.3 0.852
O 6.371 -15.769 -28.112 0.8 -0.2 -0.4 -0.585
O 5.814 -14.009 -29.381 1.0 0.0 -0.8 -0.378
C 4.483 -13.913 -28.868 0.2 0.3 -0.9 -0.599
H 8.357 -16.912 -29.772 0.3 -0.1 0.1 0.335
H 9.136 -15.799 -28.612 -0.3 0.0 0.1 0.159
H 9.550 -15.694 -30.303 -0.4 0.3 -0.3 0.289
H 3.992 -14.879 -28.967 0.0 0.0 0.9 0.351
H 3.984 -13.263 -29.589 0.1 0.1 0.1 0.267
H 4.511 -13.388 -27.918 -0.3 -0.6 0.3 0.227
C 6.129 -14.681 -19.957 0.7 -0.8 0.4 -0.514
O 4.874 -14.017 -19.896 0.1 0.3 -0.3 -0.116
C 4.419 -13.771 -18.678 -1.2 -0.2 -0.6 0.636
O 4.969 -13.939 -17.634 0.6 0.1 0.6 -0.543
O 3.146 -13.343 -18.824 0.2 -0.2 0.3 -0.310
C 2.588 -12.749 -17.653 0.1 0.9 -0.1 -0.708
H 6.010 -15.677 -19.524 0.1 0.0 -0.1 0.388
H 6.912 -14.169 -19.394 -0.2 0.2 0.1 0.308
H 6.456 -14.768 -20.989 -0.4 0.2 -0.1 0.097
H 3.354 -12.122 -17.197 -0.1 0.0 0.1 0.330
H 2.188 -13.411 -16.887 0.2 -0.5 -0.3 0.277
H 1.791 -12.116 -18.039 -0.1 0.0 0.2 0.230
C 8.558 -20.100 -16.660 2.0 -1.2 0.1 -0.691
O 7.780 -19.075 -17.203 -0.6 0.8 0.4 -0.336
C 7.712 -18.849 -18.523 0.6 -1.3 0.6 0.839
O 7.036 -17.991 -18.983 -0.3 0.7 -0.6 -0.539
O 8.484 -19.730 -19.172 -0.3 0.0 0.0 -0.414
C 8.512 -19.688 -20.589 0.3 0.1 -1.0 -0.245
H 8.115 -21.094 -16.734 -0.4 0.2 0.0 0.290
H 8.864 -19.910 -15.631 -0.9 0.4 0.1 0.306
H 9.547 -20.188 -17.128 -0.3 0.1 -0.4 0.277
H 8.614 -18.674 -20.976 0.1 0.1 0.2 -0.109
H 7.654 -20.135 -21.096 -0.3 0.0 0.6 0.400
H 9.383 -20.278 -20.866 0.1 0.2 0.0 0.261
C 7.756 -20.422 -25.268 0.4 0.0 0.4 -0.524
O 6.720 -21.373 -25.411 -0.1 -0.6 -1.5 -0.373
C 5.725 -21.352 -24.553 0.0 0.5 1.7 0.801
O 5.681 -20.663 -23.561 0.1 0.4 -0.2 -0.569
O 4.808 -22.247 -24.858 -0.1 -0.6 -1.1 -0.349
C 3.542 -22.087 -24.229 0.1 0.8 1.2 -0.635
H 8.425 -20.477 -26.125 -0.3 -0.4 -0.2 0.331
H 8.341 -20.712 -24.394 0.0 0.5 0.2 0.298
H 7.364 -19.407 -25.233 -0.1 -0.1 0.4 0.199
H 2.926 -22.945 -24.459 0.0 0.1 -0.3 0.227
H 3.123 -21.114 -24.491 -0.3 -0.3 -0.5 0.300
H 3.648 -21.992 -23.145 0.2 -0.4 0.0 0.292
C 15.205 -15.084 -29.102 0.4 -0.4 0.0 -0.597
O 14.866 -15.490 -27.780 0.1 0.5 0.7 -0.349
C 13.832 -16.287 -27.514 1.0 0.1 -0.8 0.802
O 13.345 -16.353 -26.435 -0.7 -0.1 0.7 -0.505
O 13.528 -17.026 -28.590 -0.1 -0.3 0.0 -0.324
C 12.443 -17.912 -28.464 -1.4 -1.0 0.8 -0.521
H 14.484 -14.341 -29.443 -0.1 -0.3 -0.3 0.273
H 15.323 -15.967 -29.728 -0.3 0.3 -0.3 0.291
H 16.184 -14.612 -29.035 -0.1 0.1 0.2 0.237
H 11.523 -17.434 -28.803 0.1 -0.1 -0.5 0.116
H 12.177 -18.257 -27.458 0.7 0.8 0.4 0.262
H 12.639 -18.880 -28.921 0.2 0.5 -0.9 0.324
C 2.850 -14.569 -23.295 1.3 0.2 0.6 -0.565
C 4.252 -14.803 -23.919 -1.0 0.0 1.0 0.152
C 3.908 -14.943 -25.376 0.5 0.9 -0.5 -0.138
O 2.493 -15.078 -25.481 -0.7 -1.2 0.1 -0.456
C 1.971 -15.409 -24.179 -0.4 1.0 0.2 -0.500
H 2.613 -13.510 -23.410 -0.3 -0.1 -0.1 0.263
H 2.864 -14.767 -22.222 -0.2 -0.2 -0.1 0.345
H 4.609 -15.735 -23.478 0.5 0.2 -0.1 -0.020
H 4.899 -13.945 -23.752 0.3 -0.4 0.2 0.092
H 4.519 -15.705 -25.871 -0.6 -0.4 -0.1 0.272
H 4.152 -14.007 -25.888 0.0 -0.1 0.0 -0.077
H 1.905 -16.476 -23.948 0.7 -0.2 -0.2 0.258
H 0.944 -15.066 -24.019 -0.1 0.1 -0.9 0.368
O 7.874 -10.785 -25.215 -0.1 0.8 0.9 -0.598
C 8.635 -10.870 -24.284 0.7 -0.6 -2.2 0.469
O 8.555 -11.890 -23.435 -0.9 -0.9 1.2 -0.237
C 9.821 -12.377 -22.996 0.2 1.1 -0.3 0.282
C 10.818 -11.284 -23.504 0.3 -0.9 1.1 -0.667
C 9.977 -10.162 -24.123 -0.2 -0.9 0.3 -0.446
H 9.950 -13.372 -23.419 0.1 0.1 -0.2 -0.125
H 9.900 -12.486 -21.914 -0.6 0.1 0.0 0.146
H 11.517 -11.825 -24.140 0.2 0.7 -0.4 0.324
H 11.337 -10.940 -22.610 0.4 0.1 -0.3 0.296
H 10.351 -9.834 -25.086 -0.1 0.2 0.0 0.285
H 9.849 -9.339 -23.422 0.2 0.2 -0.1 0.273
O 7.603 -14.820 -23.230 0.1 -0.3 0.4 -0.545
C 8.200 -15.720 -23.742 -0.2 0.3 -0.8 -0.023
O 8.828 -16.699 -23.040 0.2 0.5 -0.1 -0.070
C 9.638 -17.519 -23.900 -1.0 -0.9 0.3 -0.267
C 9.283 -17.140 -25.340 1.1 0.1 -0.3 -0.157
C 8.375 -15.933 -25.256 0.4 0.1 0.7 0.189
H 9.371 -18.550 -23.661 0.1 0.0 0.0 -0.075
H 10.695 -17.379 -23.685 -0.1 0.2 0.2 0.411
H 8.866 -17.923 -25.967 0.1 -0.2 0.2 0.199
H 10.275 -16.861 -25.706 -0.3 0.0 -0.8 0.134
H 7.411 -16.032 -25.750 0.0 -0.1 0.1 -0.185
H 8.888 -15.080 -25.702 -0.3 0.3 0.2 0.302
O 11.635 -17.847 -20.579 -0.6 -0.8 -0.3 -0.549
C 11.401 -16.899 -19.902 1.2 1.0 0.4 0.359
O 12.456 -16.254 -19.292 -0.5 0.1 0.3 -0.418
C 12.020 -14.991 -18.753 0.2 -0.5 0.2 -0.472
C 10.514 -15.095 -18.617 -0.6 -0.2 -0.1 -0.608
C 10.122 -16.099 -19.696 1.1 -0.4 -0.6 1.342
H 12.365 -14.222 -19.445 -0.2 0.2 0.0 0.252
H 12.469 -14.822 -17.776 0.3 -0.1 -0.1 0.350
H 10.068 -14.103 -18.672 -0.3 -0.1 -0.1 0.314
H 10.219 -15.551 -17.672 0.2 0.2 0.2 0.341
H 10.050 -15.675 -20.703 -0.8 0.2 0.1 -0.381
H 9.325 -16.805 -19.481 -0.3 0.4 -0.1 -0.574
```
Positions in Å, forces in eV/Å.

---

2.
Molecular formula: C31H57AsBrGeN4S3Si2Ti
Method: DFT, ωB97M-V with the def2-TZVPD basis set

Calculated values
DFT total energy, a.u.: -10943.78313
M, g/mol: 913.50
Multiplicity: 2
⟨S²⟩: 0.7724
LUMO (alpha / beta), eV: -5.73 / -8.11
Total charge: +2
Energy relative to the best compared isomer or geometry (same formula, charge and spin), eV: 1.976
Gap between HOMO and LUMO (alpha / beta), Eh: 0.2688 / 0.1798

```
101
Properties=species:S:1:pos:R:3:forces:R:3:mulliken_charge:R:1
Ti -0.613 -1.071 -0.318 0.2 -1.6 0.7 -0.814
S -0.075 -2.369 1.673 -0.1 0.3 -0.3 -0.470
C -0.467 -2.735 -1.497 -0.3 0.5 0.0 0.010
N 0.369 -1.785 -1.872 -0.6 0.0 -0.4 0.931
C 0.899 -1.973 -3.142 0.4 -0.1 0.0 -0.914
C 1.704 -1.089 -3.856 0.0 0.1 0.0 -0.283
C 2.092 -1.463 -5.125 0.0 -0.1 0.0 -0.949
C 1.705 -2.694 -5.671 0.0 0.0 0.1 -0.684
C 0.902 -3.572 -4.968 0.0 0.1 0.0 -0.540
C 0.492 -3.191 -3.696 0.0 0.0 -0.1 1.223
S -0.607 -4.008 -2.601 0.1 0.1 0.1 -0.193
H 1.979 -0.133 -3.426 0.0 -0.1 0.0 0.659
H 2.701 -0.793 -5.713 0.0 0.1 -0.1 0.532
H 2.028 -2.958 -6.666 0.0 0.0 -0.1 0.438
H 0.590 -4.512 -5.398 0.0 0.0 0.0 0.453
C 3.434 -3.374 1.453 -0.1 0.1 -0.1 -0.935
Si 3.248 -1.779 2.380 -0.1 0.0 -0.1 0.190
C 4.691 -0.623 2.205 -0.1 0.0 -0.1 -0.116
C 2.670 -2.022 4.130 0.0 0.0 -0.1 -1.030
As 1.288 -0.696 1.366 0.9 0.4 0.9 0.643
Si 0.611 1.134 2.907 0.0 0.1 -0.3 0.593
C 2.218 1.911 3.422 0.0 -0.1 -0.1 -0.994
C -0.384 2.287 1.843 0.0 -0.2 0.0 -0.544
C -0.341 0.321 4.286 0.1 -0.1 -0.1 -1.224
H 4.166 -3.997 1.967 0.1 -0.1 0.1 0.419
H 3.780 -3.229 0.428 0.0 0.0 0.1 0.165
H 2.493 -3.922 1.428 0.0 0.0 0.0 0.376
H 5.601 -1.122 2.536 0.1 -0.1 0.1 0.528
H 4.566 0.273 2.808 0.0 0.1 0.1 0.402
H 4.830 -0.326 1.167 0.0 -0.1 0.1 -0.541
H 3.341 -2.711 4.642 0.1 -0.1 0.0 0.453
H 1.673 -2.459 4.153 0.0 0.0 0.0 0.330
H 2.658 -1.093 4.696 0.0 0.1 0.0 0.244
H 2.804 2.204 2.551 0.0 0.0 0.0 0.153
H 2.821 1.262 4.052 0.0 -0.1 0.1 0.287
H 1.996 2.814 3.995 0.0 0.1 0.0 0.452
H 0.187 2.564 0.953 0.0 0.0 0.0 0.274
H -0.620 3.197 2.393 0.0 0.1 0.1 0.606
H -1.329 1.848 1.516 0.0 0.0 0.0 -0.210
H 0.230 0.367 5.212 0.1 0.0 0.1 0.388
H -0.567 -0.726 4.088 0.0 0.0 0.0 0.356
H -1.281 0.846 4.450 -0.1 0.1 0.0 0.442
C -1.762 2.807 -6.114 0.0 0.0 0.0 -1.483
C -1.259 1.944 -4.966 -0.1 0.0 0.0 0.118
C -2.398 1.256 -4.224 0.1 0.0 0.0 -0.626
C -1.917 0.264 -3.161 0.0 -0.2 0.1 -0.633
Ge -1.122 1.137 -1.540 -0.4 0.6 -0.6 1.125
C -2.342 2.589 -0.941 0.1 0.0 0.1 -1.321
C -3.687 2.267 -0.292 0.0 -0.1 0.0 0.134
C -4.771 1.811 -1.269 0.0 0.0 0.0 0.061
C -5.317 2.950 -2.122 0.0 -0.1 0.0 -1.646
H -0.941 3.294 -6.636 0.0 0.0 0.0 0.409
H -2.432 3.585 -5.751 -0.1 0.1 0.0 0.321
H -2.312 2.209 -6.840 0.0 0.0 0.0 0.350
H -0.686 2.561 -4.270 0.1 0.0 0.0 0.231
H -0.572 1.182 -5.346 0.0 0.0 0.0 0.094
H -3.020 0.719 -4.947 0.0 0.0 0.0 0.578
H -3.044 2.013 -3.779 -0.1 0.1 0.0 -0.176
H -1.168 -0.399 -3.611 0.0 0.0 0.0 0.096
H -2.750 -0.377 -2.853 0.0 0.1 0.0 0.342
H 0.092 1.958 -2.037 0.2 -0.2 0.1 -0.235
H -2.494 3.176 -1.848 0.0 0.1 -0.1 0.618
H -1.754 3.227 -0.280 0.0 0.0 -0.1 0.381
H -4.053 3.162 0.222 0.0 0.0 0.0 0.694
H -3.554 1.512 0.490 0.0 0.0 0.0 -0.364
H -5.598 1.373 -0.705 0.0 0.0 0.0 0.436
H -4.380 1.020 -1.916 0.0 -0.1 0.0 -0.147
H -5.805 3.696 -1.496 0.0 0.1 0.0 0.439
H -6.046 2.589 -2.843 -0.1 0.0 -0.1 0.392
H -4.531 3.456 -2.678 0.1 0.1 -0.1 0.281
C 5.557 -2.411 -1.469 -0.1 0.1 -0.1 -1.755
C 4.454 -1.375 -1.551 -0.2 -0.1 0.0 0.824
N 4.980 -0.063 -1.179 0.2 0.1 -0.1 0.112
C 4.241 0.980 -0.830 0.0 0.2 0.1 -0.253
S 2.521 0.880 -0.682 -0.2 0.2 0.0 -0.069
N 4.815 2.165 -0.615 -0.2 -0.1 0.1 -0.068
C 6.238 2.473 -0.729 0.1 0.0 0.0 -0.797
C 7.044 2.015 0.478 0.0 0.0 -0.1 -0.898
H 5.175 -3.381 -1.773 0.0 -0.1 0.0 0.457
H 5.947 -2.499 -0.458 0.1 0.0 0.1 0.390
H 6.380 -2.163 -2.137 0.1 0.0 -0.1 0.469
H 3.631 -1.613 -0.868 0.1 0.1 -0.2 -0.509
H 4.037 -1.327 -2.561 0.0 0.0 0.1 0.010
H 5.976 0.068 -1.290 0.0 0.0 0.0 0.289
H 4.187 2.899 -0.323 0.0 -0.1 0.0 0.282
H 6.309 3.553 -0.847 0.0 0.0 0.0 0.461
H 6.621 2.042 -1.658 0.0 0.0 0.0 0.340
H 6.686 2.499 1.384 0.0 0.0 0.1 0.310
H 8.089 2.281 0.343 0.1 0.0 0.0 0.370
H 6.987 0.938 0.625 0.0 -0.1 0.0 0.207
Br -4.802 -0.220 3.636 0.0 0.0 0.0 -0.086
C -4.346 -0.853 1.932 0.1 0.0 -0.1 -0.255
C -5.302 -1.381 1.072 0.1 0.0 0.0 -0.262
C -4.893 -1.813 -0.177 0.1 0.0 0.0 -1.256
C -3.559 -1.705 -0.528 -0.1 -0.1 -0.1 -0.182
N -2.639 -1.200 0.307 -0.4 0.0 -0.3 0.828
C -3.029 -0.784 1.518 0.0 0.1 0.2 -0.283
H -6.336 -1.452 1.378 0.0 0.0 0.0 0.491
H -5.601 -2.228 -0.878 0.0 0.0 -0.1 0.523
H -3.207 -2.041 -1.497 0.0 0.0 0.1 0.566
H -2.263 -0.394 2.181 -0.1 -0.1 -0.1 0.164
```
Positions in Å, forces in eV/Å.

---

- M of number 1 (C31H56O22)?
  780.77 g/mol

---

- Which formula does entry 2 have?
  C31H57AsBrGeN4S3Si2Ti

---

- Which of these has the highest M?
  C31H57AsBrGeN4S3Si2Ti

---

- Among the records above, which one has the highest DFT total energy?
  C31H56O22